Record 1
The following is a DFT calculation (the ωB97M-V functional and the def2-TZVPD basis) of an isolated ion of composition C3H7N3O2 and charge +1 in a non-equilibrium geometry.

Calculated values
- spin multiplicity = 2
- LUMO level (alpha / beta) (Eh) = -0.1254 / -0.3412
- electronic energy (eV) = -11781.326
- orbital gap (alpha / beta) (eV) = 11.63 / 5.51
- charge = +1
- HOMO energy (alpha / beta) (hartree) = -0.5529 / -0.5437

Last column: Mulliken spin population.
CARTESIAN COORDINATES (ANGSTROEM)
1 O 1.452 0.654 1.146  0.081
2 C 1.471 -0.050 0.175  0.048
3 N 2.572 -0.665 -0.341  0.018
4 C 0.188 -0.398 -0.604  0.003
5 N -0.928 -0.698 0.240  0.453
6 C -1.981 0.198 0.403  -0.083
7 N -1.635 1.509 0.238  0.005
8 O -3.045 -0.238 0.812  0.483
9 H 3.498 -0.274 -0.326  0.003
10 H 2.489 -1.609 -0.677  -0.001
11 H 0.317 -1.172 -1.362  0.002
12 H -0.030 0.468 -1.235  0.013
13 H -1.187 -1.683 0.325  -0.021
14 H -0.833 1.745 0.818  -0.005
15 H -2.347 2.213 0.387  0.000



Record 2
The following is a DFT calculation (the ωB97M-V functional and the def2-TZVPD basis) of C57H44F3KN2O4P2Sb as an isolated structure in a non-equilibrium geometry.

Calculated values
- LUMO level (Eh) = 0.0768
- electronic energy (eV) = -120589.856
- orbital gap (eV) = 7.98
- charge = -1
- HOMO energy (hartree) = -0.2164

Last column: Löwdin charge in e.
CARTESIAN COORDINATES (ANGSTROEM)
1 K -1.635 0.152 -0.040  0.511
2 O -5.693 0.615 -1.614  -0.006
3 C -4.631 0.370 -1.043  -0.650
4 O -3.440 0.706 -1.334  -0.212
5 C -4.749 -0.486 0.257  -0.173
6 C -5.957 -0.980 0.731  -0.010
7 C -5.942 -1.705 1.919  -0.066
8 C -4.751 -1.949 2.595  -0.025
9 C -3.581 -1.434 2.055  -0.211
10 N -3.618 -0.735 0.922  0.032
11 C -2.139 -1.714 2.578  -0.703
12 O -1.933 -2.862 3.004  -0.038
13 O -1.328 -0.766 2.404  -0.162
14 H -6.862 -0.775 0.178  0.108
15 H -6.874 -2.093 2.319  0.097
16 H -4.721 -2.543 3.498  0.110
17 C 1.265 3.676 -0.262  -0.299
18 N 2.222 3.248 0.753  -0.148
19 C 2.625 1.852 0.899  -0.313
20 P 1.497 0.524 0.238  1.045
21 C 2.518 -0.886 0.797  -0.376
22 C 3.612 -1.429 0.123  -0.099
23 C 4.327 -2.489 0.666  -0.085
24 C 3.965 -3.013 1.901  -0.088
25 C 2.871 -2.486 2.574  -0.082
26 C 2.136 -1.444 2.021  -0.098
27 C 1.755 0.689 -1.584  -0.368
28 C 2.997 0.915 -2.180  -0.110
29 C 3.120 1.077 -3.554  -0.080
30 C 1.990 1.023 -4.360  -0.085
31 C 0.741 0.827 -3.789  -0.073
32 C 0.624 0.677 -2.413  -0.121
33 C 3.056 4.191 1.364  -0.206
34 C 4.128 3.771 2.174  -0.034
35 C 4.939 4.690 2.826  -0.101
36 C 4.738 6.054 2.704  -0.120
37 C 3.692 6.479 1.897  -0.102
38 C 2.867 5.584 1.237  -0.040
39 P -0.482 3.067 0.048  1.048
40 C -1.410 4.369 -0.836  -0.362
41 C -2.505 5.027 -0.284  -0.084
42 C -3.243 5.934 -1.035  -0.082
43 C -2.893 6.205 -2.350  -0.097
44 C -1.804 5.553 -2.915  -0.089
45 C -1.078 4.636 -2.167  -0.098
46 C -0.669 3.489 1.815  -0.367
47 C -1.021 2.474 2.702  -0.075
48 C -1.141 2.749 4.065  -0.067
49 C -0.904 4.027 4.541  -0.090
50 C -0.544 5.048 3.662  -0.082
51 C -0.430 4.774 2.312  -0.104
52 H 1.585 3.370 -1.263  0.083
53 H 1.219 4.755 -0.279  0.058
54 H 2.682 1.609 1.963  0.092
55 H 3.637 1.698 0.503  0.088
56 H 3.906 -1.032 -0.841  0.082
57 H 5.165 -2.907 0.120  0.100
58 H 4.513 -3.848 2.320  0.103
59 H 2.553 -2.915 3.516  0.109
60 H 1.228 -1.101 2.515  0.096
61 H 3.885 0.983 -1.563  0.093
62 H 4.096 1.246 -3.990  0.101
63 H 2.081 1.135 -5.433  0.105
64 H -0.148 0.804 -4.405  0.116
65 H -0.377 0.597 -2.004  0.046
66 H 4.333 2.722 2.306  0.087
67 H 5.746 4.313 3.444  0.099
68 H 5.373 6.763 3.218  0.092
69 H 3.501 7.538 1.771  0.099
70 H 2.072 5.988 0.634  0.084
71 H -2.796 4.825 0.739  0.105
72 H -4.100 6.421 -0.588  0.101
73 H -3.473 6.908 -2.935  0.097
74 H -1.527 5.742 -3.944  0.099
75 H -0.256 4.116 -2.648  0.097
76 H -1.193 1.444 2.390  0.062
77 H -1.414 1.949 4.741  0.108
78 H -0.994 4.235 5.600  0.097
79 H -0.351 6.047 4.031  0.099
80 H -0.159 5.571 1.628  0.102
81 F -5.382 -6.841 -1.766  0.039
82 C -4.356 -6.024 -1.422  -0.286
83 C -4.595 -5.000 -0.537  0.001
84 C -3.532 -4.167 -0.195  -0.086
85 C -2.262 -4.357 -0.736  -0.359
86 C -2.073 -5.415 -1.628  -0.121
87 C -3.116 -6.260 -1.981  -0.015
88 Sb -0.655 -3.050 -0.195  1.594
89 C 0.002 -2.868 -2.264  -0.361
90 C -0.975 -2.749 -3.260  -0.114
91 C -0.649 -2.534 -4.596  -0.009
92 C 0.684 -2.432 -4.927  -0.300
93 F 1.020 -2.204 -6.221  0.039
94 C 1.689 -2.521 -3.991  -0.021
95 C 1.336 -2.727 -2.662  -0.128
96 C 0.703 -4.555 0.431  -0.367
97 C 0.646 -4.868 1.797  -0.119
98 C 1.453 -5.862 2.336  -0.016
99 C 2.322 -6.525 1.497  -0.293
100 F 3.130 -7.481 2.022  0.036
101 C 2.406 -6.262 0.148  -0.017
102 C 1.579 -5.272 -0.379  -0.113
103 H -5.586 -4.850 -0.129  0.118
104 H -3.722 -3.369 0.511  0.077
105 H -1.098 -5.593 -2.069  0.100
106 H -2.981 -7.082 -2.672  0.114
107 H -2.028 -2.834 -3.010  0.105
108 H -1.410 -2.439 -5.358  0.120
109 H 2.718 -2.405 -4.306  0.118
110 H 2.131 -2.769 -1.927  0.086
111 H -0.031 -4.325 2.454  0.088
112 H 1.419 -6.114 3.388  0.119
113 H 3.093 -6.823 -0.472  0.113
114 H 1.626 -5.080 -1.442  0.086



Record 3
The following is a DFT calculation (the ωB97M-V functional and the def2-TZVPD basis) of a 2-piece molecular cluster, CH2NOP overall in a non-equilibrium geometry.

Calculated values
- LUMO level (alpha / beta) (Eh) = -0.0117 / -0.0117
- electronic energy (eV) = -13891.144
- orbital gap (alpha / beta) (eV) = 7.69 / 7.69
- charge = 0
- HOMO energy (alpha / beta) (hartree) = -0.2942 / -0.2942

Last column: Löwdin charge in e.
CARTESIAN COORDINATES (ANGSTROEM)
1 C -0.503 -1.930 0.875  -0.096
2 N 0.841 -0.073 1.111  -0.476
3 O -0.417 -2.481 -0.117  0.126
4 P -0.014 0.986 0.424  0.536
5 H -1.154 -1.731 1.781  0.119
6 H 0.735 2.103 0.665  -0.208



Record 4
The following is a DFT calculation (the ωB97M-V functional and the def2-TZVPD basis) of C7H7ClN6O in the gas phase in a non-equilibrium geometry.

Calculated values
- LUMO level (alpha / beta) (Eh) = -0.0340 / -0.0340
- electronic energy (eV) = -30878.416
- orbital gap (alpha / beta) (eV) = 8.47 / 8.47
- charge = 0
- HOMO energy (alpha / beta) (hartree) = -0.3453 / -0.3452

Last column: Löwdin charge in e.
CARTESIAN COORDINATES (ANGSTROEM)
1 C -0.271 -2.299 2.024  -0.068
2 C -0.067 -1.188 1.141  -0.397
3 N -1.063 -0.761 0.507  0.176
4 C -0.992 0.381 -0.333  -0.403
5 C -1.436 1.539 0.468  -0.153
6 N -1.826 2.482 0.975  0.221
7 C -1.928 0.466 -1.390  -0.181
8 N -2.742 0.663 -2.155  0.232
9 C 0.441 0.695 -0.883  -0.490
10 N 0.593 1.966 -1.422  0.158
11 N 0.703 -0.401 -1.719  0.128
12 N 1.466 0.557 0.332  -0.183
13 O 2.508 1.271 0.281  -0.019
14 C 1.159 -0.476 1.063  -0.575
15 Cl 2.449 -0.876 2.122  0.790
16 H -0.383 -1.872 3.073  0.114
17 H 0.466 -3.173 2.173  0.111
18 H -1.275 -2.842 1.897  0.116
19 H 0.370 1.993 -2.363  0.075
20 H 0.032 2.711 -1.006  0.107
21 H 0.170 -0.457 -2.607  0.119
22 H 1.627 -0.380 -2.179  0.124



Record 5
The following is a DFT calculation (the ωB97M-V functional and the def2-TZVPD basis) of C30H38AsN2O5RuSTe as an isolated structure in a non-equilibrium geometry.

Calculated values
- spin multiplicity = 2
- LUMO level (alpha / beta) (Eh) = -0.2260 / -0.3556
- electronic energy (eV) = -126477.748
- orbital gap (alpha / beta) (eV) = 6.11 / 2.56
- charge = +2
- HOMO energy (alpha / beta) (hartree) = -0.4503 / -0.4498

Last column: Mulliken spin population.
CARTESIAN COORDINATES (ANGSTROEM)
1 Ru -0.282 0.977 -2.551  0.025
2 O -3.529 2.852 -4.417  0.000
3 C -2.609 2.104 -3.860  0.000
4 O -1.427 2.443 -3.736  0.000
5 C -3.074 0.774 -3.360  -0.002
6 C -4.353 0.264 -3.321  0.001
7 C -4.526 -0.998 -2.740  -0.001
8 C -3.440 -1.700 -2.228  0.001
9 C -2.179 -1.125 -2.321  0.000
10 N -2.039 0.071 -2.876  0.002
11 C -0.853 -1.723 -1.830  -0.003
12 O -0.804 -2.887 -1.510  -0.001
13 O 0.147 -0.882 -1.814  0.001
14 H -3.149 3.693 -4.728  0.000
15 H -5.183 0.829 -3.721  0.000
16 H -5.516 -1.432 -2.694  0.000
17 H -3.544 -2.673 -1.770  0.000
18 C 1.812 0.440 -5.466  0.000
19 As 2.866 0.495 -3.859  0.001
20 C 4.591 1.198 -4.306  0.000
21 C 3.144 -1.318 -3.295  0.000
22 S 2.003 1.799 -2.406  0.000
23 H 2.360 -0.099 -6.238  0.000
24 H 1.613 1.461 -5.790  0.000
25 H 0.871 -0.080 -5.272  0.000
26 H 5.038 0.603 -5.102  0.000
27 H 5.219 1.156 -3.415  0.000
28 H 4.483 2.234 -4.624  0.000
29 H 3.661 -1.841 -4.100  0.000
30 H 2.191 -1.797 -3.077  0.000
31 H 3.762 -1.310 -2.399  0.000
32 C -0.756 4.045 -0.996  0.002
33 C -0.427 2.818 -0.194  0.001
34 O -0.128 2.892 1.017  -0.001
35 N -0.483 1.613 -0.746  0.010
36 Te 0.446 0.506 0.903  0.006
37 C 1.562 0.592 2.724  0.177
38 C 2.945 0.441 2.608  0.101
39 C 3.716 0.237 1.329  0.006
40 C 3.664 0.434 3.803  0.270
41 C 3.062 0.606 5.039  0.115
42 C 3.869 0.599 6.303  0.005
43 C 1.685 0.818 5.089  0.128
44 C 0.909 0.840 3.942  0.113
45 C -0.558 1.127 4.048  -0.015
46 C -1.017 -0.933 1.353  0.019
47 C -0.575 -2.231 1.602  -0.014
48 C 0.862 -2.630 1.585  -0.003
49 C -1.548 -3.241 1.844  0.001
50 C -2.913 -2.988 1.830  -0.002
51 C -3.910 -4.072 2.114  0.000
52 C -3.309 -1.687 1.574  0.001
53 C -2.379 -0.635 1.343  0.000
54 C -2.932 0.735 1.136  0.000
55 H -0.475 4.930 -0.433  0.000
56 H -1.828 4.073 -1.190  0.000
57 H -0.227 4.019 -1.949  0.000
58 H 3.141 0.457 0.432  0.000
59 H 4.064 -0.795 1.263  0.007
60 H 4.595 0.881 1.327  0.003
61 H 4.737 0.292 3.750  -0.019
62 H 4.907 0.339 6.113  -0.004
63 H 3.457 -0.113 7.017  0.004
64 H 3.841 1.581 6.776  0.006
65 H 1.210 0.996 6.046  0.001
66 H -0.776 1.644 4.980  0.007
67 H -1.141 0.202 4.034  0.045
68 H -0.899 1.762 3.229  0.005
69 H 1.419 -2.069 0.830  0.000
70 H 0.954 -3.690 1.361  0.000
71 H 1.323 -2.446 2.561  0.000
72 H -1.198 -4.251 2.019  0.000
73 H -3.512 -5.052 1.861  0.000
74 H -4.837 -3.912 1.567  0.000
75 H -4.155 -4.082 3.178  0.000
76 H -4.366 -1.446 1.574  0.000
77 H -3.812 0.879 1.763  0.000
78 H -3.246 0.865 0.094  0.000
79 H -2.211 1.518 1.371  0.001